No. 1
Computed, not measured: a cluster of 16 separate species, C29H51Cl31F3O4PS2 in total, with wB97M-V/def2-TZVPD.

The HOMO energy comes out at -9.06 eV.

Each line ends with the Löwdin charge.
Positions of all 121 atoms, in Å:
C 3.511 5.083 -0.118  0.0195
C 4.141 3.876 -0.084  -0.1447
C 3.858 2.792 -1.115  -0.0813
C 3.722 1.420 -0.432  -0.3746
F 5.022 0.997 -0.210  0.0523
O 3.190 1.662 0.891  0.0847
C 2.157 0.827 1.173  -0.4376
O 1.273 1.005 2.000  0.0497
C 2.362 -0.361 0.253  -0.4466
F 1.268 -1.184 0.161  0.0195
P 3.616 -1.442 1.183  0.5175
S 3.952 -3.224 0.447  0.1799
C 2.808 0.322 -1.063  -0.2571
C 1.601 0.973 -1.771  -0.0862
C 0.565 -0.007 -2.348  -0.1374
C -0.794 -0.197 -1.624  -0.2029
C -1.076 0.641 -0.371  -0.2425
S -2.162 -0.145 0.824  0.3580
O -3.548 -0.014 0.445  -0.3667
O -1.836 0.458 2.100  -0.3563
Cl -1.645 -2.102 0.997  0.4652
C 3.587 -0.727 -1.882  -0.1045
C 3.980 -0.404 -3.316  -0.3756
C 4.915 0.777 -3.535  -0.0259
F 2.865 -0.233 -4.144  -0.0193
H 3.305 5.646 0.782  0.0436
H 3.217 5.525 -1.064  0.0616
H 4.903 3.702 0.668  0.1082
H 4.724 2.781 -1.772  0.1117
H 2.960 3.104 -1.632  0.1131
H 4.775 -0.701 1.441  0.0089
H 2.987 -1.604 2.419  -0.0623
H 2.045 1.498 -2.614  0.1132
H 1.188 1.751 -1.128  0.1293
H 0.353 0.319 -3.363  0.1145
H 1.034 -0.977 -2.466  0.1032
H -1.609 -0.037 -2.326  0.1047
H -0.874 -1.246 -1.344  0.0613
H -0.220 0.940 0.216  0.0554
H -1.662 1.516 -0.650  0.1188
H 4.498 -1.038 -1.379  0.0886
H 2.952 -1.612 -1.932  0.1102
H 4.512 -1.282 -3.689  0.0344
H 5.568 0.973 -2.692  0.0763
H 5.562 0.536 -4.378  0.0757
H 4.354 1.655 -3.846  0.0855
C 6.495 -3.439 -5.220  -0.9963
Cl 6.503 -2.528 -3.702  0.5819
Cl 5.349 -2.753 -6.378  0.5280
H 7.490 -3.402 -5.647  0.0294
H 6.207 -4.460 -5.004  -0.0669
C -4.539 -3.055 -0.777  -1.0079
Cl -3.706 -4.613 -0.830  0.5021
Cl -4.246 -2.093 -2.234  0.5495
H -5.603 -3.233 -0.688  0.0317
H -4.176 -2.493 0.076  -0.0348
C -5.959 0.785 2.400  -1.0244
Cl -6.231 1.684 3.898  0.5098
Cl -7.004 1.361 1.091  0.5132
H -4.928 0.911 2.097  -0.0122
H -6.174 -0.261 2.578  0.0289
C 2.074 2.901 4.741  -1.0595
Cl 2.670 4.103 3.594  0.5099
Cl 2.961 2.927 6.273  0.5053
H 1.035 3.138 4.936  0.0294
H 2.143 1.894 4.335  -0.0963
C -9.370 2.477 -1.783  -1.0251
Cl -9.104 4.194 -2.102  0.5168
Cl -11.085 2.049 -1.910  0.5233
H -8.812 1.894 -2.504  -0.0541
H -9.031 2.253 -0.779  -0.0152
C 1.696 -1.812 5.435  -0.9504
Cl 3.079 -2.873 5.151  0.5041
Cl 1.812 -0.333 4.466  0.6363
H 0.791 -2.338 5.153  0.0302
H 1.664 -1.536 6.482  0.0312
C -13.058 4.715 -0.063  -1.0396
Cl -12.786 6.431 -0.390  0.4963
Cl -14.769 4.285 -0.182  0.4963
H -12.503 4.132 -0.786  -0.0414
H -12.715 4.495 0.941  0.0259
C 6.780 -1.947 5.953  -1.0005
Cl 6.230 -2.203 4.293  0.4792
Cl 6.161 -3.186 7.051  0.5054
H 7.862 -1.988 5.964  0.0253
H 6.433 -0.979 6.293  0.0277
C -3.374 -3.100 -5.547  -1.0481
Cl -2.234 -4.263 -6.236  0.5015
Cl -3.046 -1.453 -6.104  0.4927
H -4.377 -3.375 -5.849  0.0260
H -3.286 -3.124 -4.469  -0.0481
C 5.323 -6.852 6.460  -1.0416
Cl 6.411 -8.185 6.869  0.5021
Cl 5.564 -6.279 4.809  0.4963
H 4.302 -7.197 6.561  0.0243
H 5.515 -6.030 7.139  -0.0154
C -8.262 -0.021 -5.055  -1.0091
Cl -7.519 0.961 -6.320  0.5156
Cl -7.353 0.057 -3.537  0.5256
H -9.266 0.346 -4.875  0.0227
H -8.289 -1.052 -5.385  0.0242
C -2.285 -7.458 1.994  -1.0220
Cl -1.796 -5.759 1.968  0.4787
Cl -4.041 -7.642 1.917  0.4991
H -1.847 -7.955 1.138  0.0254
H -1.930 -7.904 2.915  0.0232
C 0.873 10.306 1.331  -1.0301
Cl 0.412 9.021 0.206  0.4856
Cl 2.258 9.846 2.328  0.4994
H 1.134 11.188 0.761  0.0222
H 0.032 10.510 1.982  0.0225
C -1.512 5.303 1.539  -0.9999
Cl -0.155 4.173 1.704  0.5183
Cl -1.554 6.147 -0.019  0.4833
H -2.426 4.729 1.631  0.0210
H -1.448 6.045 2.325  0.0270
C 4.431 -5.560 -2.465  -1.0113
Cl 5.666 -6.283 -3.513  0.5463
Cl 4.464 -6.245 -0.844  0.4933
H 4.619 -4.494 -2.389  -0.0189
H 3.458 -5.746 -2.902  0.0320



No. 2
Computed, not measured: a structure of composition C26H22I2NORuSSe4, with wB97M-V/def2-TZVPD.

The charge is +1. The HOMO energy (alpha / beta) comes out at -9.93 / -11.02 eV. The energy relative to the best compared isomer or geometry (same formula, charge and spin) comes out at 14.3 kJ/mol. As for the spin multiplicity: 5.

Each line ends with the Löwdin charge.
Positions of all 58 atoms, in Å:
Ru 0.658 1.887 1.256  -0.0047
Se -0.588 1.415 3.337  0.1249
Se 0.586 0.281 4.840  0.1007
Se 3.306 0.842 4.030  0.0935
Se 2.954 2.084 2.235  0.0161
I 1.928 2.859 -1.093  1.0697
C 1.195 4.768 -0.513  -1.0087
I 0.473 4.647 1.477  0.9762
H 0.369 5.030 -1.161  -0.0226
H 2.014 5.475 -0.537  -0.0196
O -1.356 3.221 -0.900  -0.5544
S -1.333 1.946 -0.139  0.7781
C -2.932 1.781 0.625  -0.3662
C -3.835 2.807 0.398  -0.0515
C -5.096 2.717 0.972  -0.0509
C -5.431 1.623 1.756  -0.0551
C -4.511 0.603 1.973  -0.0543
C -3.249 0.677 1.409  -0.1300
C -1.385 0.620 -1.333  -0.3585
C -1.350 -0.712 -0.936  -0.0946
C -1.401 -1.700 -1.906  -0.0532
C -1.485 -1.351 -3.249  -0.0587
C -1.526 -0.017 -3.626  -0.0544
C -1.480 0.986 -2.665  -0.0613
H -3.548 3.650 -0.214  0.1118
H -5.818 3.505 0.803  0.1145
H -6.414 1.563 2.204  0.1135
H -4.776 -0.248 2.585  0.1155
H -2.533 -0.118 1.570  0.0786
H -1.286 -0.983 0.105  0.0859
H -1.375 -2.742 -1.611  0.1165
H -1.523 -2.126 -4.004  0.1133
H -1.596 0.250 -4.673  0.1139
H -1.504 2.033 -2.935  0.1123
N 0.960 0.050 0.919  -0.0310
C 1.616 -0.948 0.543  -0.2921
C 1.253 -2.329 0.969  -0.1612
C 0.374 -2.520 2.038  -0.0405
C 0.013 -3.798 2.422  -0.0587
C 0.530 -4.898 1.743  -0.0642
C 1.406 -4.713 0.685  -0.0601
C 1.771 -3.430 0.298  -0.0143
C 2.695 -0.707 -0.463  -0.2292
C 2.324 -0.372 -1.763  -0.1074
C 3.302 -0.100 -2.712  -0.0954
C 4.644 -0.160 -2.358  -0.0678
C 5.009 -0.499 -1.060  -0.0528
C 4.037 -0.776 -0.110  -0.0317
H -0.006 -1.659 2.575  0.0573
H -0.662 -3.942 3.255  0.1113
H 0.253 -5.899 2.046  0.1107
H 1.810 -5.568 0.158  0.1111
H 2.452 -3.289 -0.531  0.1197
H 1.272 -0.339 -2.029  0.1003
H 3.016 0.149 -3.726  0.1123
H 5.407 0.050 -3.096  0.1113
H 6.055 -0.542 -0.786  0.1137
H 4.317 -1.039 0.904  0.1224



No. 3
Computed, not measured: the molecule C6H6OSSe, with wB97M-V/def2-TZVPD.

The HOMO energy comes out at -8.18 eV. The energy relative to the best compared isomer or geometry (same formula, charge and spin) comes out at 312.1 kJ/mol.

Each line ends with the Löwdin charge.
Positions of all 15 atoms, in Å:
C -1.779 1.304 -0.427  -0.4166
C 0.672 1.932 -1.106  -0.5845
C -1.234 0.115 -0.411  -0.1130
C 0.887 0.682 -0.840  -0.5491
C -1.672 -1.139 0.087  -0.2493
C 1.673 -1.350 1.042  -0.3868
O -0.929 -1.857 0.765  -0.0200
S -0.837 2.698 -1.006  0.9316
Se 2.102 -0.618 -0.703  1.0125
H -2.590 1.643 0.232  0.0834
H 1.570 2.616 -1.400  0.1222
H -2.622 -1.477 -0.290  0.1173
H 1.662 -2.460 0.999  0.0425
H 2.433 -1.032 1.737  0.0113
H 0.664 -1.056 1.319  -0.0015



No. 4
Computed, not measured: a cluster of 14 separate species, C52H106N5O36P9 in total, with wB97M-V/def2-TZVPD.

The HOMO energy comes out at -9.46 eV.

Each line ends with the Löwdin charge.
Positions of all 208 atoms, in Å:
N 0.003 -3.638 -4.204  0.0589
C -1.306 -3.801 -4.139  -0.1517
C -2.097 -3.926 -2.972  -0.0492
C -1.368 -3.998 -1.794  -0.0706
C 0.048 -3.882 -1.796  -0.0556
C 0.652 -3.655 -3.038  -0.1712
H -1.773 -3.906 -5.128  0.1113
H -3.174 -3.947 -3.032  0.0816
H -1.916 -4.204 -0.879  0.0807
H 0.594 -3.911 -0.845  0.0895
H 1.714 -3.417 -3.017  0.0979
N -3.373 -3.710 4.573  0.0760
C -3.326 -4.663 3.641  -0.1315
C -2.727 -4.535 2.372  -0.0664
C -1.975 -3.392 2.125  -0.0744
C -1.947 -2.402 3.158  -0.0817
C -2.680 -2.614 4.296  -0.2075
H -3.773 -5.606 3.819  0.0955
H -2.651 -5.282 1.606  0.0936
H -1.359 -3.304 1.225  0.0734
H -1.399 -1.441 3.041  0.0938
H -2.724 -1.834 5.025  0.0992
N 4.297 -0.373 -1.645  0.0636
C 4.031 -0.095 -2.916  -0.1595
C 4.598 -0.784 -3.992  -0.0681
C 5.325 -1.938 -3.766  -0.0605
C 5.609 -2.264 -2.416  -0.0654
C 5.062 -1.482 -1.410  -0.1436
H 3.450 0.821 -3.040  0.0928
H 4.323 -0.525 -5.002  0.1029
H 5.823 -2.424 -4.611  0.1104
H 6.222 -3.130 -2.129  0.1066
H 5.278 -1.685 -0.363  0.0836
N -0.130 -1.302 0.546  0.0741
C -1.162 -0.525 0.185  -0.1593
C -1.045 0.694 -0.492  -0.0605
C 0.240 1.192 -0.719  -0.0560
C 1.357 0.443 -0.315  -0.0470
C 1.088 -0.795 0.287  -0.1369
H -2.138 -0.980 0.372  0.0901
H -1.901 1.268 -0.847  0.0874
H 0.289 2.131 -1.275  0.0973
H 2.365 0.778 -0.394  0.0674
H 1.984 -1.362 0.500  0.0927
N -3.736 -1.140 -5.917  0.0657
C -2.885 -0.246 -5.384  -0.1387
C -2.908 0.162 -4.050  -0.0767
C -3.817 -0.434 -3.144  -0.0575
C -4.723 -1.362 -3.685  -0.0685
C -4.612 -1.648 -5.060  -0.1698
H -2.078 0.036 -6.054  0.1024
H -2.276 0.989 -3.728  0.0859
H -3.910 -0.099 -2.110  0.0666
H -5.375 -1.899 -3.022  0.0862
H -5.354 -2.275 -5.504  0.0908
C 1.479 -4.346 3.223  -0.0254
O 2.267 -3.231 2.639  -0.2185
P 3.759 -3.604 2.327  0.3461
O 4.561 -2.442 1.802  -0.2616
O 4.150 -4.340 3.654  -0.2353
C 5.657 -4.470 3.840  -0.0177
O 3.708 -4.898 1.370  -0.2246
C 3.796 -4.564 -0.096  -0.0398
H 2.003 -5.313 3.187  0.0940
H 0.551 -4.356 2.635  0.0765
H 1.275 -4.020 4.243  0.0742
H 5.919 -5.409 3.337  0.0883
H 5.877 -4.471 4.926  0.0952
H 6.191 -3.638 3.377  0.0737
H 3.666 -3.511 -0.338  0.0501
H 2.951 -5.126 -0.512  0.0846
H 4.737 -4.918 -0.458  0.0764
C 4.827 -1.323 5.529  -0.0381
O 4.260 -2.557 6.086  -0.2379
P 2.981 -2.720 6.963  0.3619
O 2.589 -4.100 7.179  -0.2204
O 1.870 -1.776 6.206  -0.2534
C 0.454 -2.165 6.182  -0.0902
O 3.375 -1.817 8.261  -0.2272
C 2.201 -1.672 9.223  -0.0306
H 4.193 -0.435 5.684  0.0645
H 5.090 -1.475 4.479  0.0714
H 5.738 -1.202 6.146  0.1005
H 0.167 -1.977 5.149  0.0541
H -0.188 -1.596 6.872  0.0866
H 0.380 -3.238 6.380  0.0814
H 2.123 -2.615 9.746  0.0813
H 1.250 -1.427 8.756  0.0665
H 2.510 -0.903 9.902  0.0769
C -4.064 -9.074 -0.103  -0.0589
O -4.936 -7.967 0.355  -0.2217
P -5.314 -6.781 -0.680  0.3271
O -4.749 -6.829 -2.023  -0.2208
O -4.910 -5.605 0.242  -0.2165
C -4.995 -4.301 -0.397  -0.0572
O -6.911 -6.625 -0.643  -0.2375
C -7.760 -7.535 -1.456  -0.0469
H -3.390 -8.768 -0.895  0.0767
H -4.664 -9.909 -0.458  0.0841
H -3.480 -9.361 0.754  0.0780
H -6.029 -4.105 -0.696  0.0946
H -4.351 -4.305 -1.271  0.0543
H -4.668 -3.543 0.308  0.0650
H -7.718 -8.578 -1.085  0.0948
H -7.477 -7.449 -2.506  0.0833
H -8.736 -7.085 -1.298  0.0816
C -0.992 5.115 0.465  -0.0432
O 0.130 6.090 0.370  -0.2174
P 1.085 6.010 -0.915  0.3884
O 2.071 7.103 -0.819  -0.2331
O 0.222 5.961 -2.296  -0.2494
C -0.400 7.251 -2.612  -0.0781
O 1.622 4.507 -1.002  -0.2506
C 2.857 4.262 -1.735  -0.0659
H -1.237 5.019 1.521  0.0852
H -0.653 4.135 0.092  0.0678
H -1.862 5.439 -0.121  0.0797
H 0.389 7.989 -2.657  0.0770
H -1.115 7.544 -1.835  0.0813
H -0.930 7.138 -3.555  0.0834
H 3.215 3.248 -1.475  0.0854
H 3.592 4.963 -1.438  0.0522
H 2.712 4.272 -2.801  0.0722
C 2.891 4.286 2.081  -0.0770
O 3.442 3.692 3.308  -0.2291
P 3.201 2.096 3.501  0.3673
O 4.100 1.517 4.530  -0.2346
O 1.635 2.073 3.673  -0.2192
C 1.015 0.734 3.707  -0.0429
O 3.371 1.426 2.089  -0.2254
C 4.626 0.798 1.691  -0.0341
H 3.492 3.984 1.217  0.0531
H 2.843 5.386 2.095  0.1029
H 1.867 3.886 1.909  0.0809
H 0.186 0.769 4.423  0.0872
H 1.759 -0.026 4.068  0.0911
H 0.727 0.548 2.672  0.0687
H 4.835 -0.061 2.304  0.0605
H 5.421 1.538 1.740  0.0648
H 4.460 0.452 0.672  0.0532
C -6.441 7.745 -2.285  -0.0476
O -6.348 6.321 -2.709  -0.2249
P -4.967 5.676 -2.285  0.3728
O -3.619 6.302 -2.413  -0.2418
O -5.081 5.258 -0.729  -0.2324
C -6.292 4.530 -0.274  -0.0465
O -5.368 4.368 -3.087  -0.2194
C -4.355 3.316 -3.057  -0.0611
H -6.940 7.836 -1.318  0.0898
H -6.958 8.201 -3.117  0.0841
H -5.421 8.178 -2.255  0.0859
H -7.052 4.425 -1.031  0.0824
H -6.659 5.077 0.590  0.0891
H -5.932 3.561 0.073  0.0657
H -4.654 2.551 -3.773  0.0885
H -4.368 2.915 -2.027  0.0741
H -3.318 3.630 -3.222  0.0611
C -7.336 0.758 0.188  -0.0480
O -6.438 0.981 1.376  -0.2392
P -4.913 0.606 0.978  0.3707
O -4.252 0.932 -0.284  -0.2277
O -4.454 1.356 2.293  -0.2084
C -3.048 1.197 2.619  -0.0656
O -4.778 -0.971 1.244  -0.2425
C -5.399 -1.554 2.453  -0.0362
H -7.397 -0.304 -0.108  0.0908
H -6.870 1.340 -0.625  0.0736
H -8.322 1.126 0.430  0.0836
H -2.794 0.191 2.285  0.0419
H -2.929 1.244 3.684  0.0873
H -2.370 1.907 2.142  0.0924
H -5.238 -2.622 2.360  0.0725
H -6.467 -1.326 2.493  0.0906
H -4.906 -1.156 3.348  0.0864
C 6.378 2.187 -1.488  -0.1076
O 7.343 3.212 -1.195  -0.2042
P 6.906 4.129 0.064  0.4178
O 5.526 4.647 0.119  -0.2269
O 7.288 3.107 1.290  -0.2453
C 6.778 3.570 2.646  -0.0379
O 8.061 5.208 0.069  -0.2230
C 7.827 6.625 -0.060  -0.0779
H 5.575 2.536 -2.165  0.0883
H 5.893 1.886 -0.576  0.0425
H 6.892 1.316 -1.930  0.0985
H 6.924 2.790 3.385  0.0865
H 5.712 3.691 2.457  0.0426
H 7.165 4.541 3.018  0.0982
H 6.840 6.817 -0.550  0.0964
H 8.693 7.065 -0.573  0.0884
H 7.804 7.033 0.980  0.0957
C 2.142 2.131 -7.809  -0.0509
O 0.888 2.257 -7.016  -0.2273
P 0.922 1.877 -5.478  0.3403
O 2.129 2.348 -4.771  -0.2396
O -0.488 2.402 -4.989  -0.2318
C -0.527 3.799 -4.485  -0.0323
O 0.673 0.295 -5.555  -0.2104
C 0.738 -0.372 -4.253  -0.0713
H 1.881 2.265 -8.867  0.0851
H 2.549 1.090 -7.669  0.0985
H 2.855 2.894 -7.498  0.0806
H 0.394 3.935 -3.883  0.0665
H -1.412 3.937 -3.862  0.0632
H -0.511 4.480 -5.359  0.1051
H 1.517 -1.117 -4.289  0.0675
H -0.206 -0.861 -4.032  0.0709
H 1.015 0.337 -3.486  0.0558



Number 1: M 1714.868 g/mol, maximum force 0.0638 hartree/bohr. Number 2: M 1067.253 g/mol, maximum force 0.0103 hartree/bohr. Number 3: M 205.140 g/mol, maximum force 0.0857 hartree/bohr. Number 4: M 1656.185 g/mol, maximum force 0.0632 hartree/bohr.